Entry 1:
79
Properties=species:S:1:pos:R:3 method="wB97M-V/def2-TZVPD" charge=-1 multiplicity=1 fmax_ev_per_a=8.44 orbital_gap_ev=5.0 e_homo_ev=-3.581
C -2.2188 -0.2078 -1.9030
C -1.0635 0.5671 -1.0347
O -1.3477 1.8440 -0.6546
O 0.2618 0.0439 -0.6698
C 0.1852 -1.2519 0.0213
C 1.4843 -2.1509 -0.5272
C 2.8175 -1.1640 -0.7363
C 4.0793 -2.1268 -1.2637
Al 4.2839 -1.9392 -3.3272
C 6.2469 -2.1648 -3.9509
C 6.8614 -0.6881 -4.3247
C 6.7673 -0.3226 -5.9361
F 6.8266 1.1850 -6.0043
Br 5.0310 -0.8769 -6.7910
C 8.0074 -0.9352 -6.8275
F 9.3106 -0.8783 -6.1249
F 7.6201 -2.3195 -7.2545
Br 8.1123 0.2139 -8.5004
P 3.0834 -3.7096 -4.3291
O 1.3636 -3.3031 -4.3028
O 3.6287 -3.9286 -5.9686
H -2.2260 0.0873 -3.0580
H -3.2661 0.1008 -1.4486
H -2.1210 -1.3750 -1.8587
H -0.7661 -1.8900 -0.2173
H 0.3176 -1.1634 1.1860
H 1.7820 -3.0096 0.2458
H 1.2729 -2.6389 -1.5744
H 2.6556 -0.3823 -1.6169
H 3.0802 -0.6257 0.2960
H 3.7988 -3.2294 -0.9900
H 5.0310 -1.7083 -0.7246
H 3.6939 -0.5350 -3.8113
H 6.8420 -2.5964 -3.0315
H 6.3274 -2.9294 -4.8534
H 7.9782 -0.6310 -3.9080
H 6.2653 0.1460 -3.7432
H 1.2051 -2.6613 -5.0574
H 3.4835 -4.8973 -6.1823
C -3.0684 -2.7381 3.3907
S -3.4347 -3.4270 1.7590
O -2.1257 -3.6745 1.0696
C -4.1366 -1.9115 1.0644
H -2.5832 -3.5104 3.9923
H -2.3980 -1.8809 3.2937
H -3.9985 -2.4340 3.8770
H -3.4013 -1.1044 1.1083
H -5.0327 -1.6335 1.6241
H -4.4065 -2.0989 0.0212
C 0.8551 2.8043 1.2707
S 1.8630 2.3149 2.6904
O 1.4208 0.9432 3.1063
C 1.1400 3.4953 3.8546
H 1.1141 2.1640 0.4241
H -0.2053 2.6833 1.5044
H 1.0661 3.8451 1.0131
H 0.0623 3.3323 3.9319
H 1.3419 4.5140 3.5154
H 1.6002 3.3438 4.8352
C -2.2820 5.2383 5.2112
S -1.4129 6.3098 6.3807
O 0.0352 6.3235 5.9898
C -1.5802 5.2112 7.8078
H -2.2676 5.7144 4.2279
H -1.7836 4.2679 5.1504
H -3.3179 5.1085 5.5336
H -1.1242 4.2424 7.5897
H -2.6381 5.0821 8.0481
H -1.0697 5.6677 8.6606
C -8.1027 -0.7109 2.1518
S -8.4689 -1.3997 0.5200
O -7.1599 -1.6473 -0.1693
C -9.1708 0.1157 -0.1745
H -7.6174 -1.4831 2.7533
H -7.4322 0.1464 2.0548
H -9.0327 -0.4067 2.6381
H -8.4355 0.9229 -0.1306
H -10.0669 0.3938 0.3852
H -9.4407 -0.0716 -1.2177

---

Entry 2:
67
Properties=species:S:1:pos:R:3 method="wB97M-V/def2-TZVPD" charge=-1 s_squared=2.008 multiplicity=3 fmax_ev_per_a=2.90 orbital_gap_ev="6.3 / 6.2" e_homo_ev="-3.778 / -3.774"
N 1.9050 -3.2086 3.1336
P 1.3408 -1.7085 2.9247
Ga -1.0091 -1.7609 3.0035
H 1.1196 -3.8369 3.2525
H 1.8326 -1.2030 1.6857
H 1.9170 -0.8841 3.9422
H -1.7147 -0.4142 2.4468
H -1.4019 -1.9859 4.5605
H -1.4885 -3.0740 2.1881
C -5.7592 -3.3078 -1.1818
C -5.1195 -1.9064 -1.1316
C -5.7088 -1.0104 -2.2307
C -5.1657 -1.3115 -3.6232
C -3.6416 -1.2729 -3.6089
C -3.0343 -2.2094 -2.5562
N -3.6428 -2.0270 -1.2137
O -3.1264 -0.9497 -0.6850
C -3.1930 -3.6713 -3.0288
C -1.5147 -1.9891 -2.5162
C -5.5759 -1.3478 0.2254
H -5.5672 -3.8560 -2.1016
H -5.4130 -3.9205 -0.3483
H -6.8462 -3.2287 -1.1064
H -5.4929 0.0380 -1.9990
H -6.7984 -1.1017 -2.2368
H -5.5313 -2.2816 -3.9740
H -5.5435 -0.5685 -4.3309
H -3.2596 -1.5353 -4.5996
H -3.3178 -0.2447 -3.4178
H -2.9839 -4.3674 -2.2151
H -2.4888 -3.8921 -3.8326
H -4.1773 -3.8962 -3.4373
H -1.2499 -0.9541 -2.3023
H -1.0731 -2.2324 -3.4842
H -1.0465 -2.6260 -1.7639
H -5.1424 -1.9140 1.0511
H -6.6627 -1.4114 0.3094
H -5.3082 -0.2994 0.3534
C 4.3913 3.7082 -0.7247
C 3.3533 3.2244 0.3071
C 3.2926 4.1919 1.4978
C 4.4615 4.0471 2.4653
C 4.5924 2.5960 2.9142
C 4.7166 1.6195 1.7379
N 3.6609 1.8285 0.7108
O 2.5541 1.2937 1.1598
C 6.1201 1.7620 1.1078
C 4.6921 0.1838 2.2847
C 2.0176 3.3251 -0.4466
H 5.4132 3.7353 -0.3535
H 4.3751 3.0775 -1.6151
H 4.1635 4.7295 -1.0379
H 2.3650 4.0240 2.0547
H 3.2461 5.2221 1.1341
H 5.3877 4.4002 2.0006
H 4.2944 4.6853 3.3369
H 5.4607 2.4933 3.5706
H 3.7184 2.3345 3.5187
H 6.1659 1.2570 0.1413
H 6.8744 1.3032 1.7484
H 6.4409 2.7950 0.9779
H 3.7932 -0.0281 2.8613
H 5.5384 0.0213 2.9538
H 4.7602 -0.5457 1.4757
H 1.9789 2.6186 -1.2776
H 1.8940 4.3295 -0.8560
H 1.1612 3.1385 0.2005

---

Entry 3:
62
Properties=species:S:1:pos:R:3 method="wB97M-V/def2-TZVPD" multiplicity=1 fmax_ev_per_a=2.78 orbital_gap_ev=4.6 e_homo_ev=-5.740
C 0.2792 -2.8100 -1.9851
C -0.3385 -2.2498 -0.5595
C -1.4808 -1.1030 -0.9659
C -1.0986 0.4059 -0.4478
C -1.9330 1.5073 -1.3698
C -3.2315 2.1544 -0.6091
C -4.6806 1.8370 -1.3061
C -4.8047 0.3006 -1.9302
C -6.3490 -0.2010 -2.1582
C -6.7624 -1.2098 -0.9340
In -6.5484 -3.4203 -1.4002
H 0.8835 -1.9235 -2.5046
H 0.9755 -3.7473 -1.8550
H -0.6373 -3.0862 -2.6642
H 0.4710 -1.8341 0.1845
H -0.9114 -3.1640 -0.0487
H -2.4777 -1.4723 -0.4238
H -1.5737 -1.1148 -2.1413
H -1.4234 0.4967 0.6844
H 0.0673 0.5620 -0.6073
H -1.1787 2.4077 -1.5705
H -2.1530 1.0181 -2.4091
H -3.1088 3.3344 -0.6004
H -3.2419 1.8060 0.5295
H -5.4856 1.8776 -0.4256
H -4.9753 2.6437 -2.1336
H -4.2290 -0.3970 -1.1513
H -4.2069 0.2564 -2.9384
H -7.0589 0.7525 -2.0650
H -6.4432 -0.7295 -3.2169
H -6.1017 -0.9157 -0.0058
H -7.8875 -1.0075 -0.6810
H -5.2245 -4.0588 -0.3094
H -6.2290 -3.7897 -3.1334
H -8.0608 -4.2609 -0.8450
C 5.1288 1.5083 4.3218
C 4.6900 2.4717 3.2308
C 3.7956 1.8896 2.1341
N 4.4573 0.8811 1.1701
C 5.9245 1.1984 0.8992
C 4.3087 -0.5725 1.6752
C 3.1116 -1.1218 0.9263
C 3.2736 -0.5299 -0.4542
C 3.6819 0.9042 -0.1853
H 5.7125 0.6747 3.9305
H 5.7581 2.0374 5.0441
H 4.2647 1.1106 4.8617
H 5.5684 2.9613 2.7980
H 4.1247 3.2756 3.7186
H 3.4629 2.7335 1.5157
H 2.9054 1.4081 2.5531
H 6.5015 1.0193 1.8098
H 5.9955 2.2382 0.5726
H 6.2795 0.5272 0.1090
H 5.2195 -1.1193 1.4036
H 4.1789 -0.5835 2.7594
H 2.1780 -0.7762 1.3857
H 3.0991 -2.2146 0.9098
H 2.3540 -0.5885 -1.0431
H 4.0638 -1.0544 -1.0089
H 2.7958 1.5377 -0.0707
H 4.3249 1.3189 -0.9690

---

Entry 4:
72
Properties=species:S:1:pos:R:3 method="wB97M-V/def2-TZVPD" multiplicity=1 fmax_ev_per_a=9.20 e_above_lowest_kj_mol=1901.0 orbital_gap_ev=7.9 e_homo_ev=-7.628
C -3.8084 0.8043 -3.6734
O -5.0001 0.8514 -3.4040
N -2.8801 0.3573 -2.8318
C -1.4518 0.7276 -3.0128
C -3.2637 -0.4895 -1.7099
H -3.3188 1.1726 -4.5882
H -1.4007 1.7644 -3.3452
H -1.0304 0.0524 -3.7575
H -0.8839 0.5387 -2.1018
H -4.3438 -0.6306 -1.7498
H -2.9506 -1.5275 -1.8221
H -2.8013 -0.1777 -0.7733
C -0.0078 1.1243 -0.1785
O 0.3461 1.4926 -1.2936
N -0.1896 -0.1063 0.1553
C -0.7654 -0.4990 1.4381
C -0.1570 -1.1820 -0.8669
H -0.1427 1.8312 0.6547
H -0.0892 -1.1044 2.0416
H -1.6935 -1.0579 1.3183
H -1.0044 0.4171 1.9783
H 0.0707 -2.1704 -0.4679
H -1.1753 -1.1788 -1.2556
H 0.4229 -1.0834 -1.7846
C -1.1162 -3.5779 -2.3885
O -1.5906 -2.7791 -1.5273
N -0.0694 -3.2380 -3.1044
C 0.4096 -4.0238 -4.2908
C 0.5755 -1.9539 -2.7646
H -1.5193 -4.5183 -2.7950
H 0.1227 -3.1903 -4.9319
H -0.2590 -4.7776 -4.7064
H 1.4720 -4.2561 -4.3640
H 1.3007 -1.8660 -3.5735
H -0.1797 -1.1887 -2.9444
H 1.0028 -2.0711 -1.7687
C -2.6629 1.5672 2.3152
O -2.1081 0.5432 2.6951
N -2.1605 2.8652 2.4389
C -2.7090 3.9944 1.8618
C -1.0874 3.0441 3.4815
H -3.6224 1.5193 1.7775
H -3.4676 3.6622 1.1531
H -2.0208 4.4865 1.1746
H -3.1709 4.6635 2.5878
H -0.6386 2.1277 3.8648
H -0.3662 3.6554 2.9392
H -1.4833 3.5837 4.3419
C 1.3824 -0.5092 3.6435
O 0.3230 -1.0180 3.3504
N 1.6770 0.7591 3.2067
C 0.8454 1.5115 2.2679
C 2.7406 1.5442 3.8628
H 2.0978 -1.0466 4.2851
H 0.1030 2.1531 2.7425
H 0.3045 0.8312 1.6101
H 1.6186 2.1234 1.8034
H 3.4760 1.9150 3.1489
H 2.3375 2.4738 4.2646
H 3.4104 1.0688 4.5794
C 4.2028 0.0639 1.0058
O 3.9961 1.1755 1.4562
N 3.6209 -0.7366 0.1655
C 4.1775 -2.0408 -0.1853
C 2.3392 -0.3054 -0.4586
H 5.0794 -0.4580 1.4197
H 4.6916 -2.0003 -1.1456
H 3.5201 -2.9031 -0.2967
H 4.9556 -2.2794 0.5398
H 1.5438 -0.4405 0.2742
H 2.3185 0.7737 -0.6106
H 2.1059 -0.8536 -1.3714

---

Entry 5:
72
Properties=species:S:1:pos:R:3 method="wB97M-V/def2-TZVPD" charge=+1 s_squared=0.768 multiplicity=2 fmax_ev_per_a=4.87 e_above_lowest_kj_mol=120.5 orbital_gap_ev="8.6 / 2.4" e_homo_ev="-11.047 / -11.047"
C -0.7460 0.3483 0.2511
C -1.3845 -0.0613 -1.0724
O -2.4414 -0.6185 -1.0647
N -0.6755 0.0376 -2.1642
C 0.7260 0.4622 -2.3585
H -0.7880 -0.5699 0.8369
H -1.2438 1.1760 0.7563
H 0.2648 0.7336 0.1174
H -1.2371 -0.1110 -2.9904
H 1.2737 0.1738 -3.2557
H 1.2879 0.0849 -1.5041
H 0.7865 1.5389 -2.1999
C -5.4052 1.0638 2.4369
C -4.9057 1.4801 1.0420
O -4.7679 0.6296 0.1343
N -4.6242 2.7352 0.9857
C -4.0547 3.2441 -0.1795
H -6.2775 1.6227 2.7760
H -4.7152 1.2267 3.2648
H -5.6537 0.0026 2.4248
H -4.6671 3.2895 1.8290
H -3.1024 2.7324 -0.3183
H -3.9799 4.3182 -0.0093
H -4.6178 2.9719 -1.0722
C 3.5683 -2.8684 -6.5333
C 3.4262 -1.5614 -5.8698
O 3.0552 -1.6028 -4.7002
N 3.4089 -0.4463 -6.6174
C 3.0597 0.7680 -5.9619
H 3.7345 -2.9433 -7.6079
H 2.7393 -3.5066 -6.2275
H 4.3805 -3.5330 -6.2388
H 3.3398 -0.5504 -7.6197
H 2.0564 0.7336 -5.5372
H 3.0024 1.5867 -6.6792
H 3.7491 1.1404 -5.2042
C 7.3460 2.1156 -0.2244
C 6.5429 1.4518 -1.2770
O 6.5834 1.6815 -2.5120
N 5.8201 0.4473 -0.8152
C 4.8107 -0.1670 -1.5965
H 8.0594 1.3452 0.0681
H 6.7073 2.2385 0.6503
H 7.6555 3.1405 -0.4294
H 5.9309 0.2535 0.1698
H 4.5172 0.4094 -2.4738
H 3.9118 -0.3301 -1.0019
H 5.0455 -1.0199 -2.2333
C -4.7349 -3.1850 3.8453
C -4.1215 -3.0251 2.3851
O -4.6806 -2.4099 1.5132
N -2.9286 -3.5792 2.2083
C -2.1728 -3.3934 0.9805
H -5.7355 -3.5792 3.6679
H -4.8242 -2.2772 4.4420
H -4.1725 -4.0081 4.2861
H -2.6022 -4.1679 2.9612
H -2.3346 -2.4744 0.4171
H -2.4380 -4.2936 0.4260
H -1.1570 -3.4535 1.3713
C 0.3734 2.1871 5.8709
C -0.6374 1.1090 5.6211
O -1.1892 0.5276 6.5549
N -0.9590 0.9372 4.3638
C -1.9507 0.0115 3.8905
H 0.3469 2.2076 6.9604
H 0.0713 3.1531 5.4663
H 1.2880 1.7100 5.5188
H -0.3737 1.4427 3.7141
H -2.9172 0.4813 3.7082
H -2.1277 -0.7660 4.6337
H -1.5247 -0.4493 2.9993

---

Entry 6:
77
Properties=species:S:1:pos:R:3 method="wB97M-V/def2-TZVPD" multiplicity=1 fmax_ev_per_a=1.06 orbital_gap_ev=3.2 e_homo_ev=-5.112
C -5.3960 4.3812 -4.6336
C -4.6724 5.5789 -4.0163
O -3.5788 5.1969 -3.1700
B -3.8426 4.5084 -2.0231
O -4.8640 4.8729 -1.1583
C -2.8544 3.2909 -1.7210
C -1.4286 3.8948 -1.6830
N -0.4372 2.9473 -1.0510
C -1.0307 1.6950 -1.0644
N -0.5959 0.8210 -1.9214
C -1.3406 -0.4340 -2.1330
O -0.8943 -1.4099 -1.2492
C -1.7811 -1.8491 -0.2835
C -3.2032 -2.0545 -0.7022
O -1.3697 -2.0782 0.8126
P 0.9139 1.1537 -2.9469
O 1.2376 -0.3692 -3.3664
I 2.5799 1.3264 -1.2358
N -2.1388 1.4394 -0.2605
C -1.7622 1.1182 1.1065
F -1.0595 2.2088 1.6560
C -2.9169 0.7750 2.0232
C -2.4232 0.0203 3.2705
C -3.1786 2.5247 -0.4354
N -4.4592 1.8474 -0.4771
H -6.4705 4.4557 -4.4731
H -5.2594 4.3766 -5.7139
H -5.0199 3.4276 -4.2689
H -4.2437 6.1918 -4.8052
H -5.3529 6.2348 -3.4720
H -5.7270 4.5691 -1.4592
H -2.9674 2.6271 -2.5872
H -1.0889 4.1867 -2.6718
H -1.4402 4.7726 -1.0387
H -0.3099 3.2471 -0.0908
H -2.3976 -0.2068 -2.0412
H -1.1553 -0.7466 -3.1584
H -3.7402 -1.1081 -0.5902
H -3.2947 -2.3406 -1.7481
H -3.6545 -2.7867 -0.0438
H 0.7458 -0.6270 -4.1575
H -1.0627 0.2816 1.0848
H -3.6728 0.2140 1.4852
H -3.3440 1.7249 2.3500
H -3.1395 -0.7564 3.5321
H -2.3501 0.6794 4.1321
H -1.4625 -0.4624 3.1042
H -3.1677 3.1840 0.4315
H -4.6836 1.5415 -1.4144
H -5.1923 2.4452 -0.1244
C 3.3776 -2.3941 -0.7901
Si 3.7930 -2.6714 1.0384
C 2.3233 -3.6419 1.7528
C 3.7145 -0.9276 1.8115
N 5.2649 -3.4230 1.1637
Si 6.0768 -3.8692 2.5540
C 5.1564 -5.1327 3.6344
C 6.5335 -2.4208 3.6986
C 7.7184 -4.6906 2.0907
H 2.4103 -1.8837 -0.8962
H 4.1449 -1.7722 -1.2590
H 3.3217 -3.3389 -1.3343
H 1.3615 -3.2058 1.4508
H 2.3438 -3.6543 2.8452
H 2.3523 -4.6732 1.3962
H 4.5782 -0.3396 1.4897
H 3.7158 -0.9688 2.9029
H 2.8015 -0.3921 1.5090
H 4.2973 -4.6835 4.1397
H 5.8106 -5.5456 4.4114
H 4.7992 -5.9614 3.0196
H 7.0039 -1.6215 3.1217
H 7.2378 -2.7344 4.4781
H 5.6542 -2.0108 4.2029
H 8.3374 -3.9995 1.5143
H 7.5353 -5.5765 1.4789
H 8.2840 -4.9986 2.9773